# 1
Entry from the Open Molecules 2025 dataset: a molecular structure, C29H24BrN3O5STa in a non-equilibrium geometry (wB97M-V/def2-TZVPD).

Charge   +3
F_max   0.052 Eh/bohr
Energy relative to the best compared isomer or geometry (same formula, charge and spin)   26.0 kcal per mole

Each line ends with the Mulliken charge.
Geometry (Å):
Ta1 0.298 0.139 0.505  2.504
C1 0.406 -3.418 -2.241  -1.001
C2 1.585 -4.094 -1.950  -0.570
C3 2.345 -3.679 -0.865  -1.003
C4 1.922 -2.585 -0.107  0.774
N1 0.785 -1.934 -0.414  0.138
C5 0.043 -2.348 -1.442  -0.130
C6 2.654 -2.050 1.054  1.028
C7 3.695 -2.737 1.679  -1.090
C8 4.335 -2.176 2.775  -0.475
C9 3.906 -0.937 3.236  -0.964
C10 2.858 -0.316 2.574  -0.134
N2 2.245 -0.842 1.508  -0.215
H1 -0.218 -3.706 -3.072  0.498
H2 1.907 -4.929 -2.555  0.507
H3 3.265 -4.191 -0.635  0.423
H4 -0.878 -1.804 -1.612  0.621
H5 4.003 -3.708 1.327  0.394
H6 5.144 -2.698 3.265  0.491
H7 4.374 -0.461 4.085  0.461
H8 2.484 0.638 2.918  0.538
C11 1.929 0.115 -6.155  -0.755
O1 0.814 0.968 -5.951  -0.378
C12 0.352 1.257 -4.765  0.691
C13 -0.815 2.061 -4.725  -1.001
C14 -1.448 2.329 -3.550  -1.155
C15 -0.979 1.825 -2.309  0.345
C16 -1.699 2.038 -1.092  1.365
C17 -2.975 2.809 -1.099  -1.986
O2 -1.312 1.583 0.031  -0.084
C18 0.242 1.074 -2.346  0.152
O3 0.700 0.577 -1.194  -0.562
C19 0.892 0.815 -3.541  -0.584
H9 1.893 -0.173 -7.204  0.268
H10 1.876 -0.780 -5.532  0.297
H11 2.863 0.651 -5.970  0.349
H12 -1.201 2.435 -5.661  0.506
H13 -2.339 2.933 -3.577  0.521
H14 -3.726 2.304 -1.708  0.471
H15 -2.831 3.805 -1.514  0.504
H16 -3.355 2.893 -0.084  0.331
H17 1.808 0.245 -3.508  0.634
Br1 -3.696 0.436 6.652  -0.108
C20 -3.795 -0.253 4.885  -0.397
C21 -4.983 -0.823 4.425  -0.271
C22 -5.055 -1.321 3.131  -0.761
C23 -3.954 -1.276 2.298  -0.477
C24 -2.757 -0.702 2.760  0.091
C25 -2.685 -0.183 4.062  -0.193
C26 -1.601 -0.599 1.904  1.388
O4 -0.488 -0.097 2.314  -0.582
O5 -1.591 -0.933 0.680  -0.661
H18 -5.842 -0.889 5.078  0.460
H19 -5.979 -1.754 2.781  0.448
H20 -3.998 -1.685 1.300  0.479
H21 -1.769 0.267 4.414  0.586
S1 2.509 4.260 1.802  -0.001
C27 0.942 4.102 2.471  -0.233
C28 0.380 2.921 2.108  -0.799
N3 1.173 2.140 1.314  0.451
C29 2.333 2.737 1.083  -0.416
H22 0.513 4.866 3.088  0.473
H23 -0.599 2.573 2.390  0.400
H24 3.103 2.286 0.484  0.397

---

# 2
Entry from the Open Molecules 2025 dataset: a molecular structure, C29H24N13OS4Sr in a non-equilibrium geometry (wB97M-V/def2-TZVPD).

Charge   +1
F_max   0.021 Eh/bohr
Energy relative to the best compared isomer or geometry (same formula, charge and spin)   12.4 kcal per mole

Each line ends with the Mulliken charge.
Geometry (Å):
Sr1 0.055 -0.780 -1.030  2.335
S1 5.239 -0.524 5.153  0.172
N1 3.630 -0.620 5.151  -0.656
C1 3.258 -0.633 3.880  0.851
C2 1.886 -0.707 3.404  0.362
C3 0.798 -0.815 4.273  -0.700
C4 -0.472 -0.886 3.753  -1.015
C5 -0.618 -0.833 2.369  -0.903
N2 0.405 -0.726 1.531  0.929
C6 1.655 -0.676 2.027  -0.633
C7 2.799 -0.610 1.066  -0.885
N3 2.527 -0.612 -0.251  0.645
C8 3.535 -0.604 -1.111  -0.826
C9 4.873 -0.574 -0.723  -0.903
C10 5.162 -0.551 0.620  -0.640
C11 4.113 -0.570 1.539  0.387
C12 4.337 -0.564 2.976  0.921
N4 5.521 -0.500 3.567  -0.674
H1 0.977 -0.845 5.340  0.552
H2 -1.343 -0.980 4.385  0.547
H3 -1.607 -0.879 1.924  0.769
H4 3.260 -0.622 -2.159  0.535
H5 5.653 -0.570 -1.471  0.459
H6 6.182 -0.523 0.983  0.542
C13 1.860 0.001 -5.286  -1.401
C14 0.878 0.271 -4.184  0.460
O1 0.874 -0.424 -3.161  -0.708
N5 0.040 1.302 -4.346  -0.022
C15 -1.038 1.688 -3.422  -0.729
C16 -0.563 2.507 -2.239  0.574
C17 -0.692 3.886 -2.214  -0.844
C18 -0.193 4.593 -1.132  -0.406
C19 0.431 3.902 -0.107  -1.021
C20 0.500 2.523 -0.200  -0.433
N6 0.003 1.834 -1.228  0.799
H7 2.033 -1.070 -5.343  0.317
H8 2.805 0.489 -5.042  0.271
H9 1.519 0.368 -6.252  0.475
H10 0.133 1.829 -5.199  0.237
H11 -1.548 0.781 -3.087  -0.400
H12 -1.753 2.265 -4.005  0.572
H13 -1.181 4.397 -3.033  0.467
H14 -0.287 5.670 -1.092  0.444
H15 0.849 4.413 0.748  0.491
H16 0.973 1.942 0.586  0.373
N7 2.450 -5.922 -1.156  -0.581
N8 1.373 -5.049 -1.083  1.177
N9 0.134 -5.472 -1.123  -0.953
C21 -0.525 -4.336 -0.933  -0.412
N10 0.304 -3.298 -0.780  -0.012
N11 1.536 -3.785 -0.877  -0.453
H17 2.112 -6.770 -1.596  0.317
H18 3.180 -5.471 -1.694  0.270
H19 -1.598 -4.256 -0.926  0.532
S2 -6.068 -1.660 1.873  -0.291
C22 -4.981 -1.292 0.691  0.174
S3 -4.549 -2.383 -0.604  -0.123
C23 -3.361 -1.272 -1.192  0.170
N12 -3.297 -0.167 -0.511  -0.424
N13 -4.232 -0.174 0.517  0.336
C24 -4.292 1.015 1.308  -0.047
C25 -3.105 1.618 1.703  0.534
C26 -3.144 2.779 2.458  -0.891
C27 -4.363 3.334 2.821  -0.526
C28 -5.542 2.729 2.410  -0.659
C29 -5.514 1.571 1.648  -0.355
S4 -2.287 -1.627 -2.505  -0.372
H20 -2.163 1.184 1.402  0.217
H21 -2.219 3.251 2.765  0.414
H22 -4.395 4.234 3.419  0.410
H23 -6.495 3.163 2.681  0.390
H24 -6.430 1.098 1.326  0.474

---

# 3
Entry from the Open Molecules 2025 dataset: 2 unconnected molecules or ions with the total composition C29H24N2O3 in a non-equilibrium geometry (wB97M-V/def2-TZVPD).

F_max   0.054 Eh/bohr
Energy relative to the best compared isomer or geometry (same formula, charge and spin)   1.9 kcal per mole

Each line ends with the Mulliken charge.
Geometry (Å):
C1 5.706 -4.278 1.150  -1.461
C2 4.375 -3.656 0.837  1.131
C3 3.293 -4.454 0.439  -0.774
C4 2.054 -3.890 0.185  -0.525
C5 1.822 -2.489 0.369  0.523
C6 0.486 -1.941 0.263  -0.949
C7 0.129 -0.789 -0.497  0.943
C8 1.009 0.277 -0.829  -0.634
C9 0.494 1.528 -1.143  -0.447
C10 -0.879 1.665 -1.363  0.853
O1 -1.455 2.894 -1.664  -0.387
C11 -1.076 3.502 -2.876  0.153
C12 -2.014 3.492 -3.911  -0.416
C13 -1.584 3.830 -5.195  -0.349
C14 -0.264 4.244 -5.410  -0.483
C15 0.626 4.337 -4.337  -0.613
C16 0.216 3.993 -3.048  -0.246
C17 -1.751 0.566 -1.268  -0.334
C18 -1.240 -0.658 -0.882  -0.825
C19 2.938 -1.700 0.732  0.030
C20 4.185 -2.276 0.951  -1.169
H1 6.483 -3.513 1.241  0.345
H2 5.674 -4.833 2.097  0.297
H3 6.009 -4.991 0.374  0.376
H4 3.453 -5.532 0.349  0.380
H5 1.231 -4.527 -0.152  0.394
H6 -0.308 -2.693 0.302  0.407
H7 2.087 0.148 -0.775  0.470
H8 1.142 2.404 -1.190  0.152
H9 -3.030 3.160 -3.704  0.412
H10 -2.292 3.770 -6.021  0.361
H11 0.066 4.505 -6.417  0.360
H12 1.652 4.679 -4.490  0.363
H13 0.892 4.062 -2.194  0.597
H14 -2.810 0.715 -1.462  0.429
H15 -1.904 -1.515 -0.788  0.352
H16 2.792 -0.636 0.913  0.236
H17 5.027 -1.642 1.242  0.331
C21 0.236 -1.665 3.215  -0.977
C22 -0.183 -0.487 2.402  1.422
C23 0.805 0.500 2.189  -0.285
N1 1.644 1.327 2.104  -0.729
C24 -1.534 -0.002 2.416  0.804
C25 -2.639 -0.842 2.787  -0.868
C26 -3.952 -0.422 2.624  -0.623
C27 -4.227 0.862 2.112  -0.267
N2 -5.548 1.184 1.695  0.952
O2 -5.747 2.295 1.148  -0.600
O3 -6.452 0.338 1.890  -0.610
C28 -3.167 1.762 1.873  -0.422
C29 -1.857 1.352 2.047  -0.414
H18 -0.596 -2.315 3.466  0.345
H19 0.982 -2.233 2.658  0.143
H20 0.720 -1.327 4.145  0.339
H21 -2.454 -1.839 3.181  0.169
H22 -4.792 -1.085 2.833  0.462
H23 -3.409 2.754 1.503  0.446
H24 -1.065 2.083 1.881  0.429

---

| no. | orbital gap (eV) | lowest unoccupied orbital energy (eV) |
| --- | --- | --- |
| 1 | 5.9 | -10.0 |
| 2 | 6.2 | -3.2 |
| 3 | 4.9 | -2.2 |